No. 1
Computed, not measured: a cluster of 16 separate species, C19H70N16O16 in total in a non-equilibrium geometry, with ωB97M-V with the def2-TZVPD basis set.

Geometry as XYZ:
```
121
Properties=species:S:1:pos:R:3:forces:R:3:mulliken_charge:R:1
C -2.87591 -2.64354 2.32942 1.579 0.694 -0.698 -1.129
C -3.20202 -2.89586 0.86321 -0.085 -0.634 0.252 0.457
O -3.70284 -1.73613 0.17658 0.372 -0.228 -0.071 -0.565
H -2.54856 -3.53677 2.84770 0.210 -0.408 -0.266 0.433
H -3.56695 -2.18747 2.99320 -1.368 0.448 -0.018 0.317
H -2.02367 -1.94924 2.28638 0.078 -0.152 0.442 0.012
H -3.94634 -3.68630 0.77969 -0.031 -0.102 -0.184 0.445
H -2.26908 -3.24216 0.37209 -0.527 0.036 0.118 -0.241
H -3.23997 -1.64516 -0.66304 0.009 -0.013 0.037 0.140
C 1.22831 3.19535 -0.79167 2.750 0.370 -1.226 -0.132
C 2.56488 3.03413 0.06925 -3.261 0.522 -1.715 -1.165
O 2.50809 1.70662 0.48143 0.852 -2.003 2.045 -0.276
H 0.28966 3.05938 -0.31883 -0.703 -0.133 0.833 -0.282
H 1.29560 2.55002 -1.69327 -0.100 -0.095 0.869 -0.181
H 1.24600 4.17276 -1.24436 -0.282 0.775 0.192 0.704
H 2.61179 3.85252 0.81122 0.304 -0.745 0.080 0.296
H 3.36336 2.93270 -0.60686 1.317 1.602 -1.124 0.775
H 3.43750 1.39535 0.58285 -1.305 0.300 0.201 0.154
C -0.36654 0.00732 -1.08006 -0.943 2.723 -0.654 1.214
C -0.07164 -0.42466 0.29096 -1.845 -1.698 0.233 2.737
O -0.29363 0.69910 1.18214 1.236 -1.409 -0.532 2.585
H -1.36895 0.50918 -1.28040 1.189 -0.345 0.749 -0.288
H -0.31362 -0.68834 -1.83957 0.181 -2.256 -1.173 0.006
H 0.46014 0.65557 -1.33241 -0.198 0.798 -0.322 -0.868
H 0.95122 -0.81979 0.25028 -0.199 0.299 0.999 -1.716
H -0.78884 -1.26105 0.55341 0.879 0.934 0.406 -0.875
H 0.53150 1.19623 1.11298 0.485 0.311 0.186 -1.723
C -0.74854 0.63500 4.83258 -4.217 1.843 7.270 0.167
O -1.38268 0.85673 6.04485 3.611 -1.159 -5.718 -0.828
N -1.39760 0.59503 3.71785 -1.786 -1.097 -4.418 -0.064
N 0.53514 0.62662 4.59025 3.848 -0.628 0.758 -0.114
H -2.41219 0.58579 3.63550 0.389 -0.381 0.919 0.139
H -0.88002 0.43397 2.81468 -0.681 -0.015 1.428 -0.304
H 1.17250 0.87697 5.30868 0.047 -0.316 1.048 0.263
H 1.02140 0.25693 3.72634 -1.294 -0.444 0.919 0.221
C -2.34902 3.44641 1.51593 -3.109 8.824 0.214 0.702
O -2.88281 4.63070 1.18963 1.771 -5.033 0.897 -0.804
N -2.29449 2.41378 0.78243 -0.439 -2.978 -5.392 0.599
N -1.92005 3.24310 2.73017 1.361 2.043 4.424 0.130
H -2.77362 2.60424 -0.14938 1.266 -0.793 1.528 -0.159
H -1.55535 1.70089 0.86242 -0.348 0.608 -0.112 -0.434
H -1.84730 4.12793 3.36331 0.055 -2.549 -1.541 0.276
H -1.51102 2.32213 2.94344 -0.181 1.102 0.611 -0.643
C 3.39335 1.60218 -3.11719 -2.107 -7.232 2.533 0.022
O 2.33120 0.73725 -2.93378 4.717 3.762 -0.429 0.087
N 3.35703 2.72075 -3.68999 -1.891 4.717 -3.090 -0.265
N 4.62754 1.27185 -2.70306 -0.192 -0.256 0.192 -0.352
H 2.47860 3.02714 -4.06139 -0.371 0.093 -0.117 0.269
H 4.14789 3.18926 -4.10771 0.079 -0.194 0.486 0.207
H 4.72214 0.40442 -2.22440 0.226 -0.885 0.215 0.215
H 5.43879 1.79046 -2.99007 -0.103 0.065 0.137 0.172
C -0.88263 -4.73294 -2.18121 -5.536 -1.297 2.331 0.543
O -2.07668 -5.19215 -1.72161 5.804 1.991 -2.547 -0.685
N -0.61721 -3.47118 -2.44743 -0.858 2.551 -0.649 0.616
N 0.22700 -5.46611 -2.26567 2.743 -5.594 -0.610 -0.498
H -1.45718 -2.88717 -2.57566 0.994 0.036 0.190 -0.132
H 0.33535 -3.05566 -2.60222 -1.319 -0.653 0.166 -0.064
H 0.07917 -6.54767 -2.16169 0.312 2.999 -0.254 0.285
H 1.06879 -5.22788 -2.87328 -2.064 -0.166 0.950 0.188
C 1.79638 -4.03864 1.10498 -0.680 4.841 4.363 0.452
O 1.96630 -3.00342 1.98659 -0.105 -4.682 -3.843 -0.732
N 1.10204 -3.95262 0.02289 -1.929 3.986 -3.907 0.394
N 2.03373 -5.27533 1.39179 2.752 -4.770 2.009 -0.370
H 0.77769 -3.00861 -0.25899 0.447 -0.965 0.554 -0.559
H 1.03685 -4.58011 -0.78027 0.203 -0.483 0.918 0.205
H 2.51301 -5.46036 2.26605 -0.093 0.140 -0.233 0.285
H 2.04604 -6.10337 0.74608 -0.384 1.817 0.746 0.204
C -4.57380 0.42022 2.81201 -7.253 -5.400 1.423 0.316
O -5.57943 -0.50332 3.06858 4.723 4.264 -0.519 -0.789
N -4.09558 1.30489 3.59576 -0.446 3.811 6.804 -0.222
N -4.06166 0.52573 1.66921 1.582 -1.971 -6.108 0.108
H -4.63849 1.51945 4.45226 0.720 -0.598 -0.735 0.223
H -3.46732 2.07643 3.37214 -0.521 -0.288 -0.590 0.314
H -4.25716 -0.28521 1.08511 0.216 0.354 -0.164 0.179
H -3.24146 1.08559 1.41882 -0.913 -0.103 0.403 0.643
C 1.49627 3.91009 3.80117 0.299 6.692 -2.262 0.280
O 1.47168 5.18473 3.33752 -0.200 -5.809 1.623 -0.769
N 0.94245 2.86054 3.21125 2.068 0.764 0.721 0.588
N 2.18136 3.67760 4.91242 1.321 1.023 1.246 -0.240
H 0.32303 3.07385 2.52444 -2.015 0.527 -2.241 -0.246
H 0.98393 1.98543 3.67402 -0.571 -0.504 0.137 -0.116
H 2.65241 4.48789 5.32937 -0.524 -0.817 -0.293 0.271
H 2.16558 2.80495 5.37978 0.016 -0.434 0.456 0.122
C -2.35744 3.79384 -2.02732 5.207 8.710 -0.394 0.548
O -1.93235 5.10860 -1.75754 -2.687 -6.939 -1.293 -0.696
N -1.67042 3.07927 -2.87365 3.858 -0.092 -2.685 -0.173
N -3.35735 3.16437 -1.57005 -5.585 -1.927 2.002 -0.494
H -0.84201 3.60397 -3.20203 -0.817 -0.751 0.210 0.202
H -1.57943 2.07229 -2.99757 -0.268 0.401 0.267 -0.003
H -4.03156 3.70766 -1.07478 -0.471 0.397 0.546 0.341
H -3.70841 2.28860 -1.97160 0.387 0.845 0.011 0.166
C 3.10599 -0.08165 3.12217 -0.661 -1.173 3.833 -1.042
O 1.86420 -0.52284 2.72282 -0.121 -0.614 -1.574 -0.369
H 3.03269 0.93500 3.35323 0.283 1.820 -0.055 0.455
H 3.91062 -0.32839 2.53336 1.741 -0.383 -1.888 0.303
H 3.29414 -0.59816 4.10641 0.380 0.544 -0.524 0.212
H 1.95520 -1.49449 2.69072 -0.804 -0.216 -0.523 0.303
C -0.29245 -0.19423 -4.64244 0.005 -0.073 0.507 -0.507
O -0.00934 1.01893 -3.98837 -1.084 0.711 -1.170 -0.390
H -0.52821 -0.89820 -3.89665 0.405 -1.548 1.118 -0.127
H 0.43376 -0.61311 -5.32735 0.529 0.361 -0.040 0.376
H -1.23346 -0.24350 -5.15468 -0.629 1.195 -0.770 0.441
H 0.85487 1.02038 -3.53630 0.402 -0.594 -0.064 0.222
C 3.66906 -1.08497 -0.34842 1.540 -0.189 0.647 0.601
O 4.52107 -1.21399 -1.49290 0.374 -0.119 0.231 -0.626
H 3.99510 -0.30738 0.35048 0.455 -0.602 0.024 0.255
H 3.43270 -2.01695 0.12638 0.573 -0.615 0.578 0.348
H 2.73938 -0.75396 -0.63709 -1.968 1.076 -1.353 -0.882
H 5.42257 -1.48714 -1.24376 -0.718 -0.027 0.124 0.275
C 2.22368 -2.33222 -4.13851 1.557 0.845 -1.751 -0.841
O 1.94706 -2.25937 -2.75993 -0.060 -0.487 -0.537 -0.591
H 2.68007 -1.39516 -4.51870 -0.830 0.038 0.369 0.209
H 1.40523 -2.59064 -4.80151 -0.658 0.081 0.533 0.434
H 3.02505 -2.99546 -4.45773 0.186 -0.894 0.794 0.331
H 2.51230 -1.54513 -2.45487 -0.060 0.329 0.313 -0.037
C -3.85793 -2.48542 -3.06865 -1.498 -2.276 0.295 -0.705
O -2.74928 -1.65121 -2.91064 0.478 1.373 -0.598 -0.597
H -3.67201 -3.43535 -3.66547 0.133 1.349 0.223 0.233
H -4.77460 -1.98001 -3.46381 0.830 -0.297 0.472 0.358
H -4.00439 -2.88218 -2.05093 -0.731 0.060 -0.494 0.166
H -2.85494 -0.87672 -3.47993 0.296 -0.268 0.112 0.172
```
Forces are in eV/Å.

Calculated values
**Maximum force**: 10.2 eV/A
**Total charge**: 0


No. 2
Computed, not measured: a cluster of 17 separate species, C19H72N18O17 in total in a non-equilibrium geometry, with ωB97M-V with the def2-TZVPD basis set.

Geometry as XYZ:
```
126
Properties=species:S:1:pos:R:3:forces:R:3:mulliken_charge:R:1
C -5.86797 -1.43077 1.78100 -1.442 -1.206 -3.000 -1.446
C -4.56699 -1.50994 0.97168 -0.370 -1.734 1.760 0.152
O -3.73728 -0.36069 1.27674 -0.387 -0.749 -1.062 -0.757
H -5.63080 -1.29893 2.79902 -0.254 0.312 1.320 0.382
H -6.45546 -2.42125 1.62137 1.089 1.489 0.538 0.343
H -6.53921 -0.66197 1.28426 0.792 -0.472 1.148 0.308
H -4.84964 -1.68937 -0.04704 0.526 1.065 -0.918 0.326
H -4.03694 -2.47336 1.22107 -0.151 1.169 0.032 -0.032
H -3.49562 -0.42698 2.21719 -0.079 0.091 -0.412 0.291
C 1.13452 4.04538 -1.73860 3.103 1.107 -1.796 -1.431
C 0.51691 2.97004 -2.53695 -3.357 0.784 0.154 0.560
O 1.22584 1.76235 -2.55185 0.581 0.203 2.124 -1.551
H 0.51839 4.89691 -1.61352 -1.197 0.438 0.367 0.498
H 1.93099 4.49823 -2.39963 -0.042 -0.518 1.051 0.425
H 1.55547 3.72478 -0.79175 -0.131 -0.043 0.159 -0.039
H 0.38890 3.20486 -3.59582 -0.208 0.681 0.206 0.714
H -0.52049 2.88375 -2.07866 0.868 -0.931 -0.817 -0.451
H 1.18643 1.43978 -3.41050 -0.316 -1.159 -2.232 0.080
C 0.15279 -2.46140 -3.31499 -3.439 -0.562 7.443 -0.204
O -0.66428 -2.92843 -2.29522 3.976 1.821 -5.737 -0.452
N 1.05784 -1.56239 -3.09104 3.151 2.921 0.724 0.355
N 0.00098 -2.69874 -4.57623 -2.626 -4.522 -3.754 -0.448
H 1.58041 -0.96950 -3.77407 -0.981 -1.529 0.377 0.263
H 1.15336 -1.13801 -2.19357 -0.040 -0.220 0.993 -0.637
H -0.79895 -3.42852 -4.60560 2.021 1.290 -1.016 0.322
H 0.79278 -2.66098 -5.27145 -1.380 -0.575 1.358 0.311
C -3.15506 2.65118 -0.49759 1.462 -4.411 -10.152 -0.022
O -2.87002 1.90289 -1.70230 -1.276 4.017 6.518 -0.451
N -3.22889 3.95221 -0.54593 -0.687 5.866 -4.309 -0.447
N -3.30577 2.17135 0.64023 -1.787 -3.873 4.361 -0.028
H -3.04767 4.32089 -1.58359 -0.700 -1.168 3.014 0.336
H -4.12541 4.31957 -0.19805 0.740 -0.016 -0.053 0.251
H -3.45729 1.11866 0.66878 -0.011 0.788 0.685 0.321
H -3.27500 2.72464 1.51023 -0.276 -0.471 -0.954 0.292
C -0.07773 -0.48057 -0.06651 -0.676 -3.416 6.788 -0.150
O -0.20984 -1.20674 1.16842 0.668 2.968 -5.646 0.326
N 1.04799 0.07643 -0.43126 0.881 0.840 -1.081 2.957
N -1.07875 -0.23374 -0.83936 -2.532 -0.069 -0.252 3.089
H 1.93821 -0.20573 -0.07037 0.616 0.016 0.403 -0.811
H 0.91423 0.78601 -1.17131 0.901 -0.789 0.761 -1.113
H -2.00816 -0.46970 -0.55049 -0.261 -0.325 0.436 -0.897
H -1.07373 0.22482 -1.74323 0.508 0.183 0.006 -1.071
C 0.15656 -1.50237 5.69273 9.319 -0.525 4.004 0.199
O 1.39275 -1.46844 6.44839 -6.904 -0.030 -3.611 -0.748
N -0.98743 -1.06812 6.10212 -3.901 0.934 2.405 -0.098
N 0.23654 -1.91537 4.43587 1.413 0.029 -0.410 -0.313
H -1.17040 -0.90363 7.12194 0.704 -0.280 -1.671 0.271
H -1.83847 -1.19935 5.51389 1.316 -0.052 1.154 0.236
H 1.10419 -2.28820 4.09679 0.253 -0.100 0.331 -0.025
H -0.56991 -2.16105 3.92597 -1.062 -0.713 -0.730 0.565
C -1.12374 0.59701 -4.70904 -1.482 -0.438 6.807 -0.114
O -1.40554 0.32718 -3.38185 1.367 0.913 -6.964 0.223
N -1.30223 1.76609 -5.23034 -1.344 5.167 -0.467 -0.389
N -0.59825 -0.25916 -5.50532 1.868 -3.280 -1.069 -0.403
H -1.90393 2.41650 -4.68783 0.917 -0.640 -0.589 0.296
H -0.75707 2.15447 -6.02639 -0.960 -0.804 0.973 0.216
H -0.42657 -1.12078 -5.01221 -0.058 -0.478 -0.570 0.503
H -0.32373 -0.22209 -6.48393 -0.613 0.610 0.521 0.205
C 4.74330 2.48959 -2.51053 7.418 0.493 0.486 0.491
O 6.10472 2.92642 -2.26454 -7.770 -1.802 -1.241 -0.727
N 4.45369 1.84368 -3.64308 0.939 -0.617 -4.012 -0.207
N 3.75239 2.35285 -1.67686 -2.051 1.160 3.701 0.560
H 5.17866 1.83443 -4.38201 -0.778 0.050 0.984 0.260
H 3.59997 1.29992 -3.86651 1.109 0.867 0.810 0.101
H 3.90571 2.70264 -0.67258 -0.236 -0.405 -1.950 -0.317
H 2.77982 2.04453 -1.99372 2.046 0.725 0.517 0.111
C 4.49458 2.42571 1.45065 6.762 -4.243 3.954 0.507
O 5.68904 1.82730 1.81613 -5.392 3.064 -2.300 -0.782
N 4.36694 3.53479 0.80673 1.301 7.033 -3.973 -0.500
N 3.35426 1.97196 1.82251 -0.830 -2.804 1.150 0.142
H 5.23642 4.05104 0.51624 -1.195 -1.077 0.526 0.260
H 3.48576 4.13087 0.61216 1.722 -1.916 1.229 0.244
H 2.52825 2.37027 1.46504 -1.513 0.462 -0.041 0.159
H 3.35675 1.01134 2.08009 -0.242 -0.752 0.372 0.019
C -0.16760 3.27537 1.25058 8.434 1.897 1.703 0.575
O 1.18005 3.34358 1.63287 -5.788 0.629 -1.480 -0.904
N -0.80209 2.20309 1.39027 -1.831 -5.228 0.268 0.885
N -0.76529 4.30795 0.75070 -1.915 3.854 -2.135 -0.160
H -0.31330 1.45651 1.95066 -0.774 0.376 -1.023 -0.589
H -1.61230 1.97948 0.76052 1.824 0.069 1.498 -0.253
H -1.69299 4.31917 0.23523 1.436 -0.344 1.251 0.264
H -0.25397 5.17883 0.65293 0.170 -0.588 0.185 0.379
C -2.85795 -1.97894 3.65428 -4.797 -8.983 3.653 -0.261
O -3.71607 -2.79917 4.33979 3.510 4.049 -3.084 -0.805
N -1.91330 -2.44092 2.90838 0.816 -7.418 -1.835 0.150
N -2.74994 -0.75453 3.84399 -1.386 8.878 2.273 -0.082
H -2.02009 -3.54248 2.89041 0.387 2.962 -0.212 0.286
H -1.51289 -2.11343 2.04291 0.348 1.160 -0.868 0.069
H -3.32232 -0.25974 4.50252 -0.966 -0.483 0.216 0.284
H -1.94846 -0.16145 3.73049 1.168 -0.221 -1.095 0.271
C 5.41846 -0.60007 -0.54241 0.259 0.744 1.579 -0.779
O 4.14127 -0.29570 -1.06477 -0.371 -0.531 -0.894 -0.217
H 5.30024 -0.54187 0.55117 0.667 0.448 -0.177 0.150
H 6.28881 0.00845 -0.89460 -1.030 -0.150 0.193 0.304
H 5.63433 -1.61965 -0.70604 0.193 -1.313 -0.716 0.350
H 4.10665 0.63268 -1.29784 0.182 0.246 0.182 0.130
C 3.12907 -1.93107 2.59336 -0.002 -3.013 -0.771 -1.382
O 2.61032 -0.92538 1.82565 -0.341 2.212 -0.303 0.269
H 4.16968 -2.08007 2.25393 -0.412 -0.077 0.543 0.233
H 2.51721 -2.84483 2.30904 0.948 0.277 0.489 0.379
H 3.04960 -1.83375 3.66950 0.315 0.553 0.349 0.506
H 1.70897 -0.75974 2.12063 -0.573 -0.001 -0.381 -0.434
C 2.58420 -3.66640 -0.55505 1.227 0.754 0.057 -0.389
O 1.28344 -3.85235 -0.08042 -0.183 0.026 0.587 -0.576
H 3.08033 -2.73682 -0.19740 -0.616 -0.075 -0.284 -0.060
H 2.56073 -3.66209 -1.63912 0.362 0.035 -0.431 0.198
H 3.31556 -4.41671 -0.22234 -0.786 -0.408 0.006 0.346
H 0.79272 -3.03160 -0.25191 -0.054 -0.425 0.275 -0.098
C -4.12297 -2.06929 -2.81379 -2.664 -0.683 -0.542 -0.685
O -3.80430 -0.78492 -2.53030 -0.458 1.780 0.970 -0.423
H -3.96318 -2.74908 -2.01561 0.514 -0.867 0.965 0.091
H -3.58906 -2.38001 -3.67994 0.231 -0.805 -1.014 0.290
H -5.23906 -2.08164 -2.97537 1.001 -0.227 -0.288 0.272
H -2.86276 -0.72859 -2.53498 1.105 0.632 -0.213 -0.022
C 0.54214 1.42132 4.23600 1.334 -2.212 1.943 -1.128
O -0.09882 0.52916 3.30082 -1.422 0.691 1.143 -0.095
H 0.44526 2.44667 4.07513 -0.779 1.534 -1.127 0.447
H 1.57261 1.16926 3.99399 0.532 0.567 1.095 0.305
H 0.29896 1.28463 5.37094 0.317 -0.386 -2.113 0.340
H 0.02323 -0.37621 3.66435 0.462 0.254 -0.451 -0.119
C -2.29541 -4.72696 -0.23756 1.763 -1.870 -1.750 -1.122
O -2.12135 -3.40087 -0.06191 0.071 3.790 -1.216 0.551
H -3.24494 -5.14682 -0.01670 -1.077 -0.024 0.878 0.360
H -1.46484 -5.17999 0.28525 -0.089 -1.108 0.389 0.281
H -2.14323 -4.97775 -1.29791 0.028 -0.207 0.033 0.205
H -1.68748 -3.03233 -0.90429 -0.689 -0.608 1.829 0.005
```
Forces are in eV/Å.

Calculated values
**Maximum force**: 11.2 eV/A
**Total charge**: 0


no.,E (Eh)
1,-2845.6884
2,-3031.5524